No. 1
{"formula": "C15H28BClN3O8S2", "method": "wB97M-V/def2-TZVPD", "orbital_gap_ev": 10.351, "total_charge": 1, "lumo_ev": -3.12, "spin_multiplicity": 1, "smiles": "CCOB(O)[C@@]1(S(C)(=O)=O)[C@H]([C@@H](Cl)CC)[NH2+][C@H](CCC(N)=O)[C@@]1(N=C=O)S(C)(=O)=O", "fmax_ev_per_a": 6.6, "elements": ["C", "C", "O", "B", "O", "C", "S", "C", "O", "O", "C", "C", "Cl", "C", "C", "N", "C", "C", "C", "C", "N", "O", "C", "N", "C", "O", "S", "C", "O", "O", "H", "H", "H", "H", "H", "H", "H", "H", "H", "H", "H", "H", "H", "H", "H", "H", "H", "H", "H", "H", "H", "H", "H", "H", "H", "H", "H", "H"], "positions_angstrom": [[2.9533, 3.9750, 0.8110], [2.5343, 2.5267, 0.2596], [2.0190, 1.7308, 1.3590], [2.1163, 0.3282, 1.0692], [3.4473, -0.2121, 1.0833], [0.8316, -0.6290, 0.7736], [0.8209, -1.6829, 2.3168], [2.1177, -2.9969, 2.2669], [1.2470, -0.7513, 3.4036], [-0.5218, -2.1795, 2.6658], [-0.4092, 0.3980, 0.6414], [-0.9839, 1.0762, 1.9539], [-1.4194, 2.8160, 1.4561], [-2.3141, 0.4102, 2.5339], [-3.4082, 1.4614, 3.0524], [-1.3922, -0.2210, -0.3327], [-0.4802, -0.6031, -1.4906], [-1.3985, -1.4466, -2.4648], [-2.3160, -0.3890, -3.2631], [-3.7184, -0.2776, -2.5545], [-4.1096, 0.9717, -1.9298], [-4.4527, -1.2533, -2.5053], [0.6703, -1.3838, -0.6446], [-0.0593, -2.6320, -0.2730], [0.5681, -3.6933, -0.5789], [0.9798, -4.6731, -1.0458], [2.0799, -1.4632, -1.8408], [2.6206, 0.2221, -2.4453], [3.2944, -2.0834, -1.2603], [1.7362, -2.2159, -3.0780], [3.6785, 4.4783, 0.0900], [2.0394, 4.6534, 0.8607], [3.4632, 3.8953, 1.8144], [1.7603, 2.7278, -0.5478], [3.4832, 2.0961, -0.1934], [3.9005, -0.0095, 0.2360], [3.0473, -2.6702, 1.6991], [1.7180, -3.9977, 1.9127], [2.4403, -3.1365, 3.3505], [-0.0904, 1.3113, 0.0363], [-0.2431, 1.1898, 2.7920], [-2.0549, -0.2135, 3.4512], [-2.8461, -0.2900, 1.8245], [-2.9570, 2.2605, 3.7225], [-4.1546, 0.9117, 3.7185], [-4.0172, 1.9209, 2.2230], [-2.0459, 0.5532, -0.5593], [-2.0156, -0.9636, 0.0218], [-0.1432, 0.3804, -1.9400], [-0.8060, -1.9967, -3.2653], [-2.0128, -2.2469, -1.9452], [-1.7655, 0.6043, -3.3231], [-2.3900, -0.7645, -4.3345], [-4.8814, 0.8077, -1.2774], [-4.3136, 1.7084, -2.6107], [1.9517, 1.0080, -1.9884], [3.7006, 0.3917, -2.1330], [2.5012, 0.2614, -3.5742]], "forces_ev_per_a": [[-0.279, -0.021, -0.499], [1.139, 2.276, 0.352], [-0.569, -1.952, -2.000], [2.753, 1.251, 1.147], [-2.054, 0.565, -1.204], [-0.472, 1.649, -1.416], [-1.441, 0.511, 4.235], [0.637, -0.685, -0.042], [0.402, -0.670, -2.805], [1.717, -0.131, -1.904], [0.841, 0.763, 1.315], [-1.537, -0.230, 0.244], [0.580, -0.822, -0.153], [-0.643, 0.248, 1.201], [-0.333, -0.507, 0.645], [-0.010, 1.588, 0.673], [-1.035, -0.946, 0.549], [0.465, 0.304, -1.341], [0.331, -0.025, 0.037], [-1.150, -0.476, -0.729], [0.900, -1.133, -0.307], [1.453, 1.179, 0.393], [-2.165, 0.847, 0.448], [2.931, -1.593, -1.026], [-1.100, 0.028, -1.594], [-0.358, 1.163, 1.483], [4.696, -3.247, -3.271], [-0.706, 0.806, 0.433], [-2.325, 1.508, 0.673], [-1.341, 1.787, 2.333], [-0.908, -0.790, 0.832], [1.178, -0.972, 0.221], [-0.692, 0.006, -1.094], [0.683, -0.631, 0.860], [-1.224, 0.139, 0.505], [0.000, -0.419, 0.920], [-1.406, -0.184, 0.452], [0.293, 1.422, 0.205], [-0.756, 0.520, -1.248], [0.238, -1.408, 0.826], [-0.468, -0.292, -1.282], [-0.010, 0.665, -1.440], [0.732, 0.700, 0.532], [-0.475, -0.946, -1.067], [1.023, 0.507, -0.935], [0.894, -0.326, 0.849], [0.084, -0.256, -0.412], [0.832, -0.238, 0.011], [-0.267, -1.331, 0.439], [-0.348, 0.782, 1.309], [0.716, 1.212, -0.411], [-0.842, -1.077, 0.133], [-0.430, 0.464, 1.493], [0.029, 0.102, -0.701], [0.282, -0.166, 0.462], [0.873, -0.625, -0.473], [-1.477, -0.472, -0.355], [0.114, -0.422, 1.499]], "lowdin_charge": [-0.056, -0.232, 0.018, -0.567, 0.113, -0.183, 0.749, -0.095, -0.305, -0.313, -0.230, -0.497, 0.639, -0.240, -0.162, 0.123, -0.187, -0.104, -0.080, -0.475, 0.109, 0.083, -0.346, 0.141, -0.247, 0.267, 0.740, -0.087, -0.310, -0.307, 0.089, 0.086, 0.094, 0.118, 0.118, 0.098, 0.091, 0.084, 0.105, 0.119, 0.122, 0.120, 0.102, 0.078, 0.089, 0.061, 0.157, 0.179, 0.156, 0.130, 0.137, 0.119, 0.140, 0.102, 0.107, 0.044, 0.097, 0.101]}

=====

No. 2
{"formula": "C40H40N2OPSr", "method": "wB97M-V/def2-TZVPD", "relative_energy_kj_mol": 83.9, "orbital_gap_ev": 5.434, "total_charge": -1, "lumo_ev": 2.16, "spin_multiplicity": 1, "fmax_ev_per_a": 3.9, "elements": ["C", "C", "C", "H", "C", "C", "H", "C", "C", "C", "H", "C", "C", "H", "H", "H", "H", "H", "H", "Sr", "C", "C", "C", "H", "H", "H", "H", "H", "H", "C", "C", "H", "H", "O", "N", "C", "H", "C", "C", "H", "C", "H", "C", "H", "C", "H", "C", "H", "H", "H", "N", "P", "C", "C", "C", "C", "C", "C", "C", "C", "C", "C", "C", "C", "C", "C", "C", "C", "C", "C", "H", "H", "H", "H", "H", "H", "H", "H", "H", "H", "H", "H", "H", "H", "H"], "positions_angstrom": [[2.3605, 0.0237, 0.1803], [2.2019, -0.7855, -0.9771], [1.9074, 0.0697, -2.0729], [2.3308, -1.8670, -1.0284], [1.8822, 1.4109, -1.5876], [2.1820, 1.3839, -0.2003], [1.7535, 2.3049, -2.1993], [-1.7410, -2.3889, 0.7028], [-0.4703, -2.8091, 0.2238], [-0.4785, -2.7256, -1.1940], [0.3709, -3.1443, 0.8248], [-1.7473, -2.2120, -1.5966], [-2.5407, -2.0401, -0.4166], [1.8391, -0.2352, -3.1188], [2.3083, 2.2524, 0.4490], [2.6471, -0.3303, 1.1689], [-3.5842, -1.7169, -0.3966], [0.3295, -3.0207, -1.8676], [-2.0585, -2.3399, 1.7415], [-0.5727, 0.1011, -0.4195], [-2.1413, -1.7305, -2.9814], [-3.6655, -1.9031, -3.1308], [-1.4164, -2.5156, -4.0779], [-3.9391, -2.9422, -2.8849], [-3.9865, -1.7071, -4.1599], [-4.2208, -1.2265, -2.4665], [-1.5653, -3.5950, -3.9276], [-0.3367, -2.3047, -4.0899], [-1.8351, -2.2474, -5.0586], [-1.6886, -0.2246, -3.0657], [-2.2852, 0.6225, -4.1798], [-0.5839, -0.1641, -3.0988], [-2.0972, 0.3012, -2.1699], [-3.5076, 0.6571, -4.2714], [-1.4803, 1.3805, -5.0145], [-0.3422, 2.2200, -4.6046], [-2.0405, 1.8290, -5.7342], [0.9550, 1.7073, -5.1748], [2.1486, 2.3946, -4.9198], [2.1029, 3.3635, -4.4140], [3.3701, 1.8372, -5.3028], [4.2993, 2.3557, -5.0593], [3.3985, 0.6177, -5.9925], [4.3544, 0.1653, -6.2622], [2.1999, -0.0166, -6.3372], [2.1989, -0.9456, -6.9078], [0.9756, 0.5433, -5.9466], [0.0249, 0.0860, -6.2327], [-0.2917, 2.2958, -3.5056], [-0.5150, 3.2452, -4.9751], [0.1136, -0.4191, 1.6787], [0.1316, 0.0660, 3.1653], [1.6360, 0.9730, 3.6517], [2.7478, 0.2566, 4.1328], [3.9714, 0.9000, 4.3305], [4.1029, 2.2565, 4.0124], [2.9944, 2.9784, 3.5532], [1.7608, 2.3424, 3.3820], [-1.3348, 1.1123, 3.4680], [-2.3154, 0.7623, 4.4124], [-3.5933, 1.3274, 4.3506], [-3.8980, 2.2592, 3.3528], [-2.9039, 2.6721, 2.4558], [-1.6248, 2.1077, 2.5107], [0.0597, -1.1711, 4.4694], [-0.1091, -2.5310, 4.1862], [-0.1736, -3.4436, 5.2452], [-0.0650, -2.9949, 6.5675], [0.1226, -1.6351, 6.8461], [0.1950, -0.7247, 5.7935], [2.6495, -0.8054, 4.3706], [4.8131, 0.3385, 4.7408], [5.0647, 2.7548, 4.1403], [3.0808, 4.0454, 3.3365], [0.8926, 2.9114, 3.0467], [-2.0869, 0.0414, 5.1956], [-4.3458, 1.0342, 5.0840], [-4.9026, 2.6787, 3.2854], [-3.1156, 3.4461, 1.7147], [-0.8519, 2.4450, 1.8092], [-0.1752, -2.8621, 3.1492], [-0.3046, -4.5078, 5.0326], [-0.1203, -3.7074, 7.3918], [0.2179, -1.2733, 7.8712], [0.3572, 0.3366, 5.9973]], "forces_ev_per_a": [[0.592, 0.286, -0.739], [0.164, 0.584, 0.227], [-0.066, 0.195, 0.080], [-0.118, 0.379, 0.070], [-0.159, -0.161, -0.226], [-0.085, -0.506, 0.092], [0.084, -0.206, 0.177], [0.165, -0.452, -0.627], [-0.722, -0.218, -0.323], [-0.544, 0.295, 0.131], [-0.199, 0.195, -0.115], [0.227, -0.171, 0.339], [0.421, 0.235, -0.146], [-0.077, 0.097, 0.256], [-0.120, -0.281, -0.169], [-0.290, 0.134, -0.374], [0.366, -0.078, 0.089], [-0.235, 0.243, 0.300], [0.128, 0.016, -0.258], [1.592, -1.133, 0.508], [-0.106, -0.003, 0.311], [-0.073, -0.118, -0.288], [-0.073, -0.037, -0.172], [0.210, 0.328, 0.031], [-0.002, 0.063, 0.220], [0.168, -0.233, -0.235], [0.065, 0.305, -0.020], [-0.264, -0.097, 0.064], [0.157, -0.030, 0.068], [-0.126, 0.568, -0.421], [-0.885, 0.137, 0.548], [-0.359, -0.105, 0.223], [0.015, -0.384, -0.712], [0.660, 0.183, -0.741], [-0.497, 0.519, -0.137], [-0.260, -0.284, -0.111], [-0.051, -0.175, 0.307], [0.473, -0.097, -0.185], [0.028, -0.353, -0.141], [0.140, -0.383, 0.006], [-0.256, 0.022, -0.129], [-0.263, -0.192, -0.076], [-0.236, 0.010, 0.060], [-0.273, 0.148, 0.065], [-0.066, 0.427, 0.115], [0.091, 0.227, 0.140], [0.386, -0.040, 0.082], [0.451, -0.002, 0.243], [0.125, -0.189, -0.316], [-0.081, -0.322, 0.172], [-0.073, 0.995, 3.790], [0.110, -0.861, -3.507], [0.352, 0.302, 0.390], [0.046, 0.424, -0.048], [-0.260, 0.106, -0.155], [-0.232, -0.025, 0.060], [-0.033, -0.180, 0.058], [0.450, -0.196, 0.208], [-0.413, 0.313, 0.405], [-0.070, 0.447, -0.341], [0.140, 0.206, -0.297], [0.137, -0.094, 0.182], [0.317, -0.114, 0.142], [-0.571, 0.019, 0.353], [0.042, -0.213, 0.811], [0.029, 0.225, 0.390], [0.055, 0.181, 0.138], [-0.004, 0.037, -0.130], [0.000, -0.006, -0.233], [-0.118, -0.625, 0.090], [0.027, 0.326, -0.122], [-0.168, 0.188, -0.205], [-0.254, -0.105, -0.018], [0.052, -0.307, 0.041], [0.291, -0.136, 0.059], [-0.110, 0.107, -0.285], [0.133, 0.073, -0.241], [0.264, -0.082, 0.024], [-0.017, -0.231, 0.195], [-0.276, -0.289, 0.186], [-0.034, 0.199, 0.189], [0.039, 0.336, 0.115], [0.013, 0.140, -0.220], [-0.030, -0.221, -0.211], [-0.055, -0.288, -0.076]], "lowdin_charge": [-0.222, -0.209, -0.241, 0.085, -0.253, -0.219, 0.053, -0.224, -0.213, -0.155, 0.079, -0.355, -0.178, 0.076, 0.070, 0.075, 0.085, 0.093, 0.073, 1.381, -0.488, -0.059, -0.043, 0.095, 0.070, 0.080, 0.094, 0.081, 0.081, -0.111, -0.446, 0.090, 0.081, 0.044, 0.047, -0.133, 0.138, -0.229, -0.064, 0.114, -0.081, 0.103, -0.097, 0.097, -0.085, 0.098, -0.049, 0.105, 0.117, 0.130, -0.441, 0.675, -0.282, -0.088, -0.091, -0.102, -0.096, -0.087, -0.257, -0.075, -0.090, -0.106, -0.098, -0.121, -0.319, -0.051, -0.082, -0.102, -0.093, -0.122, 0.109, 0.097, 0.093, 0.097, 0.089, 0.091, 0.098, 0.094, 0.097, 0.089, 0.090, 0.100, 0.093, 0.097, 0.117]}